P.
Below is 3 unconnected molecules or ions with the total composition C5H10, with properties calculated with wB97M-V/def2-TZVPD.

Results
* E_LUMO: -2.6876 eV
* HOMO-LUMO gap: 3.0 eV
* HOMO energy: -5.70 eV

```
! wB97M-V def2-TZVPD RIJCOSX def2/J DEFGRID3
* xyz 0 1
C -0.503 -1.188 1.123
C 0.569 -0.312 0.576
C 0.021 0.791 -0.275
C -1.011 0.567 -1.260
C 0.637 1.985 -0.120
H -0.420 -1.507 2.124
H -1.485 -0.719 1.096
H -0.726 -2.118 0.537
H 1.484 -0.063 1.250
H 0.908 -1.257 -0.502
H -1.128 1.180 -2.198
H -1.754 -0.182 -1.088
H 1.267 -1.973 -0.945
H 0.736 2.687 -0.946
H 1.408 2.110 0.628
*
```

=====

Q.
Below is a molecular structure, C5H10, with properties calculated with wB97M-V/def2-TZVPD.

Results
* E_LUMO: 0.9827 eV
* HOMO-LUMO gap: 9.1 eV
* HOMO energy: -8.10 eV

```
! wB97M-V def2-TZVPD RIJCOSX def2/J DEFGRID3
* xyz 0 1
C 1.921 -0.014 0.226
C 0.412 -0.004 0.047
C -0.719 -0.909 0.561
C -1.684 -0.174 -0.412
C -0.536 0.761 -0.890
H 2.260 0.813 1.225
H 2.289 -0.953 0.610
H 2.438 0.446 -0.602
H 0.848 0.663 0.873
H -0.666 -1.997 0.427
H -0.935 -0.709 1.617
H -2.533 0.332 0.063
H -2.072 -0.821 -1.205
H -0.660 1.800 -0.564
H -0.363 0.766 -1.975
*
```

=====

R.
Below is 2 unconnected molecules or ions with the total composition C5H10, with properties calculated with wB97M-V/def2-TZVPD.

Results
* E_LUMO (spin up / spin down): 0.5928 / 0.5907 eV
* HOMO-LUMO gap (spin up / spin down): 8.6 / 8.5 eV
* HOMO energy (spin up / spin down): -8.03 / -7.95 eV

```
! wB97M-V def2-TZVPD RIJCOSX def2/J DEFGRID3
* xyz 0 1
C -1.235 0.744 0.714
C -1.057 0.813 -0.866
C -0.314 -0.094 0.016
C 2.021 0.516 0.306
C -0.383 -1.506 -0.176
H -0.953 1.638 1.328
H -2.055 0.136 0.975
H -1.660 0.179 -1.401
H -0.470 1.593 -1.336
H 2.070 0.392 -0.743
H 2.797 0.022 0.885
H 1.823 1.444 0.854
H 0.252 -1.715 -1.118
H -1.410 -1.869 -0.265
H 0.125 -2.128 0.659
*
```

=====

Which of them is the most stable, and which is the least stable? Q and P, in that order.